{
  "formula": "Cl6Li2O24",
  "method": "wB97M-V/def2-TZVPD",
  "species": ["Li", "Li", "Cl", "O", "O", "O", "O", "Cl", "O", "O", "O", "O", "Cl", "O", "O", "O", "O", "Cl", "O", "O", "O", "O", "Cl", "O", "O", "O", "O", "Cl", "O", "O", "O", "O"],
  "xyz": [[-0.439571, -0.134745, 0.599940], [-1.957035, -0.504193, -2.057194], [0.146542, -2.544999, 2.835197], [-0.565705, -1.933403, 1.696147], [1.690263, -2.440001, 2.687375], [0.003532, -1.697843, 3.984381], [-0.400242, -3.790941, 3.056538], [1.474824, 0.385950, -1.075099], [1.287046, 0.640569, 0.326014], [0.101348, 0.162032, -1.536544], [1.868677, 1.454547, -1.887477], [2.188945, -0.813515, -1.273690], [5.962546, -3.750931, 2.137670], [6.937913, -2.680476, 2.037008], [4.618296, -3.295352, 2.247611], [6.034687, -4.520872, 0.928697], [6.343275, -4.589565, 3.320066], [-2.884145, -2.852408, -2.449278], [-3.150176, -1.456010, -2.905299], [-2.972476, -3.655545, -3.660237], [-1.619409, -2.811209, -1.820185], [-3.913014, -3.458098, -1.616753], [-1.882928, 7.332148, -1.485337], [-1.474933, 6.702951, -0.262238], [-2.123711, 6.213381, -2.409204], [-3.031279, 8.189188, -1.396450], [-0.886602, 8.290182, -1.978105], [-2.279237, 1.544441, 0.419668], [-2.553499, 0.125298, 0.089313], [-0.923116, 1.630118, 0.775523], [-2.513454, 2.224110, -0.807977], [-3.087349, 2.035197, 1.479920]],
  "atomic_forces_ev_per_a": [[0.2, -1.1, 0.3], [1.2, 1.0, 1.2], [5.7, 5.9, -0.2], [0.5, -0.2, 0.0], [-3.8, -1.9, -1.2], [-1.8, 0.3, 1.0], [-0.9, -3.8, 0.3], [-3.4, -1.6, -0.4], [2.0, 0.7, 0.4], [-1.9, -1.1, -0.2], [2.4, 1.8, -0.1], [1.4, -0.2, -0.2], [0.6, -0.9, 0.9], [-0.2, 0.3, 0.3], [0.1, 0.6, 0.8], [0.6, -1.0, -0.6], [-0.5, 0.8, -1.3], [-2.9, -2.0, -2.3], [-1.0, -0.7, 0.5], [1.3, 0.4, 0.1], [1.0, -0.1, 0.5], [0.7, 1.8, 0.5], [0.8, -0.5, -1.9], [-0.1, 1.0, 0.7], [0.1, 1.6, 0.1], [-1.8, -0.4, 1.0], [0.9, -1.2, 0.0], [-2.0, -0.3, -2.0], [0.1, -0.4, 0.8], [1.7, 0.6, 1.1], [-0.3, 1.0, -0.3], [-0.6, -0.2, 0.2]],
  "mulliken_charge": [0.942, 0.943, 1.547, -0.798, -0.588, -0.689, -0.621, 1.796, -0.707, -0.816, -0.646, -0.574, 1.655, -0.697, -0.556, -0.688, -0.717, 1.822, -0.816, -0.695, -0.624, -0.627, 1.571, -0.605, -0.633, -0.655, -0.677, 2.012, -0.834, -0.676, -0.657, -0.692],
  "gap_ha": 0.26268,
  "charge": -4
}